Entry 1:
This record from the OMol25 dataset describes C43H34BrIN6O5ReS2 as an isolated structure. The level of theory is ωB97M-V/def2-TZVPD.

Computed properties:
HOMO level (alpha / beta)   -12.92 / -12.93 eV
Multiplicity   4
Charge   +2
<S²>   3.77
LUMO energy (alpha / beta)   -6.071 / -6.743 eV

Structure (XYZ):
```
93
Properties=species:S:1:pos:R:3:forces:R:3:mulliken_spin:R:1
H -2.1752 -3.8748 4.2859 0.0164 0.0150 0.0012 0.00
S -0.9126 2.1083 5.0532 0.0464 -0.0353 -0.0199 0.00
C -3.1605 -0.9226 -3.1089 -0.0453 0.0235 -0.0421 0.02
H -5.1421 0.8274 -2.3404 0.0173 -0.0045 0.0200 0.00
O 1.6656 -2.2716 -0.3159 0.1506 -0.0254 -0.1123 0.11
H 0.2649 -1.3505 6.7383 -0.0010 -0.0049 -0.0176 0.00
N 1.3948 0.0178 -5.2867 -0.0021 0.0327 0.0018 0.00
H -4.1606 2.5292 2.0357 0.0194 -0.0158 -0.0165 0.00
C -0.4561 3.5759 0.5764 -0.0078 0.0345 -0.0267 0.00
C -1.0272 -2.6580 5.6369 0.0065 0.0038 0.0160 0.00
H -0.2010 -2.4169 -2.4640 0.0094 0.0025 0.0079 -0.01
N 5.1151 -1.5186 -0.9619 -0.0235 -0.0136 0.0295 0.00
C -1.4960 2.7621 -1.8774 0.0531 0.0146 -0.0419 0.00
C 2.9441 -1.8886 -0.0983 -0.1862 0.0314 0.0129 0.07
H -1.8946 2.4720 -2.8412 0.0156 0.0145 0.0190 0.00
N 1.1971 -1.5354 2.2422 0.2248 -0.0171 -0.0408 0.04
H -1.6041 -2.9529 6.5029 0.0073 0.0033 -0.0115 0.00
C -1.4927 3.2968 6.1282 0.0183 0.0010 0.0263 0.00
C 5.4440 -0.8618 0.1582 -0.0180 -0.0395 -0.0933 0.02
C -0.6056 -2.7903 3.2962 0.0053 -0.0054 -0.0160 0.02
C -1.9118 -2.4991 -4.5865 0.0646 0.0372 0.0464 0.00
C -3.3002 -0.2377 -1.8913 -0.0389 0.0104 -0.0261 -0.01
C -2.0297 3.8522 -1.2043 0.0327 0.0000 0.0111 0.00
H 4.4885 -3.1417 -2.8202 -0.0048 0.0016 -0.0001 0.00
C 2.4916 -1.4817 2.2920 -0.1617 -0.0374 0.0452 -0.02
C -3.3759 1.8168 1.8110 -0.0477 0.0314 -0.0150 0.02
C -1.1028 -1.8353 -2.3287 0.0552 0.0444 0.0981 -0.03
H -3.8701 -2.3729 -5.5018 0.0373 -0.0153 -0.0066 0.00
I -1.0480 -3.5484 1.3831 -0.0626 -0.0052 0.0977 -0.01
C -3.0646 3.3288 4.4389 -0.0650 0.0505 0.0015 0.00
N 2.7281 1.0816 -3.7399 0.0584 0.0140 0.0721 0.00
C -1.5078 4.2775 0.0113 0.0051 0.0113 0.0060 0.00
H 5.4382 -0.6319 3.2392 -0.0238 -0.0193 0.0192 0.00
H -3.9572 3.6625 3.9267 0.0350 -0.0135 0.0269 0.00
O 1.1258 -0.3856 -3.0671 -0.0546 0.0391 -0.0461 0.01
O 3.7769 0.5173 3.1307 0.0033 0.0540 -0.0723 0.00
C 0.0508 2.4478 -0.0641 -0.0526 0.0299 -0.0400 -0.02
H 1.9996 0.3285 -6.0269 0.0012 -0.0061 0.0019 0.00
O 1.2247 0.3788 0.1951 -0.0021 0.0915 -0.2495 0.38
C 3.9053 -2.0355 -1.1111 0.0797 0.0278 -0.1361 -0.01
C -2.6442 3.8663 5.6803 -0.0467 0.0324 -0.0110 0.00
H -0.9502 3.5149 7.0352 -0.0199 -0.0108 -0.0344 0.00
N -1.2185 -1.1967 -1.1726 0.2891 -0.0325 -0.1939 0.01
C -4.4238 1.3302 -0.4151 -0.0246 0.0247 0.0440 0.00
C -2.3563 -3.5027 -6.6350 -0.0901 0.0202 -0.0170 0.00
H 3.1359 1.5702 -4.5178 0.0114 0.0077 -0.0051 0.00
C -2.3109 -0.4241 -0.9339 0.0107 -0.0505 -0.0003 -0.04
H -3.9098 -0.7824 -3.8788 0.0088 -0.0051 0.0256 0.00
H 5.6502 0.8074 2.2561 0.0213 0.0079 0.0051 0.00
H -0.0322 1.1907 -1.8113 0.0212 0.0919 -0.0065 -0.02
O 1.8207 2.0896 1.4850 -0.0500 -0.1349 -0.0110 0.01
H 6.4279 -0.4044 0.1748 -0.0276 -0.0119 -0.0199 0.00
H 4.2694 1.4467 -2.3748 0.0103 0.0008 -0.0095 0.00
C -1.0540 -3.8550 -6.4685 0.0376 -0.0084 0.0272 0.00
C 0.4608 -1.9060 3.4122 0.0475 0.0432 -0.0436 -0.03
C -2.0765 -1.7493 -3.3399 0.0091 -0.0298 -0.0813 0.00
H -0.5293 0.4699 3.0155 -0.0090 -0.0009 -0.0237 0.01
C -0.4561 2.0514 -1.2996 0.0051 -0.0017 -0.0780 0.02
Br -3.5018 4.7623 -1.9474 -0.0135 0.0136 -0.0059 0.00
H 0.7748 -0.7465 -5.4919 -0.0018 -0.0304 0.0205 0.00
C 4.9494 0.0080 2.5024 -0.0519 0.0011 -0.0378 0.00
C -2.3414 1.6119 2.7085 -0.0124 0.0113 0.0656 -0.01
C -2.2274 2.3559 3.9636 0.0081 -0.0268 -0.0384 0.00
C -2.8490 -2.7265 -5.5558 -0.0882 -0.0130 -0.0530 0.00
H -0.4327 -4.4424 -7.1263 -0.0134 0.0147 0.0152 0.00
C 0.0242 -1.7633 5.7678 0.0076 0.0105 -0.0086 0.00
H 3.1358 -2.0378 -3.1071 -0.0238 0.0067 0.0312 0.00
C 3.5737 -2.7377 -2.3931 0.0332 0.0211 0.0116 0.00
H -0.0319 3.8858 1.5238 -0.0102 -0.0068 -0.0110 0.00
Re 0.1977 -1.2385 0.4194 -0.2310 -0.0911 0.5135 2.52
H -5.2260 2.0283 -0.2102 0.0225 -0.0160 -0.0044 0.00
C 0.7673 -1.3803 4.6593 0.0222 0.0270 0.0531 -0.01
C 3.1815 1.4261 -2.4037 -0.0326 -0.0431 -0.0524 0.00
H -3.1722 4.6427 6.2148 0.0137 -0.0286 -0.0221 0.00
H 2.9710 -1.6876 3.2416 0.0006 -0.0109 0.0309 -0.01
C -2.3799 0.2393 0.3200 0.0498 -0.0540 0.0567 0.02
H -2.9467 -3.7913 -7.4924 0.0121 0.0142 0.0282 0.00
C 1.7261 0.2036 -3.9767 -0.0460 0.0033 0.0997 0.00
H 1.5734 -0.6594 4.7508 -0.0171 -0.0213 -0.0037 0.00
H -1.9218 5.1462 0.5056 0.0088 -0.0139 -0.0066 0.00
C 3.3379 -1.3401 1.1253 -0.0900 0.0113 0.0286 0.05
N -1.3812 -0.0004 1.2083 -0.0057 -0.0150 0.0440 -0.08
H 3.3662 1.1968 2.5687 0.0318 -0.0444 0.0162 0.00
C -4.3757 0.6695 -1.5916 -0.0274 -0.0140 -0.0468 0.00
H 2.8533 -3.5399 -2.2335 0.0325 0.0123 0.0117 0.00
C 1.1015 1.6581 0.6170 0.1087 -0.0135 0.0768 0.02
H 2.8268 0.6659 -1.7125 -0.0029 -0.0226 -0.0139 -0.02
C -3.4111 1.1352 0.5878 -0.0816 0.0362 0.0350 -0.02
C -1.3534 -3.1788 4.3906 -0.0316 -0.0191 -0.0129 0.01
C -1.3633 0.6695 2.3531 0.0129 -0.0684 -0.0178 -0.01
S -0.4142 -3.2516 -5.0057 0.0594 0.0208 0.0280 0.00
H 2.7997 2.3986 -2.0860 -0.0125 0.0169 -0.0053 0.00
C 4.6078 -0.7671 1.2481 0.0004 0.0282 0.0768 -0.01
```
Positions in Å, forces in eV/Å.



Entry 2:
This record from the OMol25 dataset describes one molecule with the formula C4H4N2O2 in a non-equilibrium geometry. The level of theory is ωB97M-V/def2-TZVPD.

Computed properties:
HOMO level   -9.41 eV
SMILES string   Nc1ccoc(=O)n1
LUMO energy   -0.347 eV

Structure (XYZ):
```
12
Properties=species:S:1:pos:R:3:forces:R:3:nbo_charge:R:1
C -0.5976 -0.3724 0.1116 -4.0733 -1.2113 -2.1217 0.45
C -0.5705 1.0505 -0.1712 2.2685 2.6259 2.5157 -0.40
C 0.7404 1.4884 0.0905 1.0306 2.1667 -3.5402 0.20
O 1.9189 0.7495 0.3220 -3.2948 -1.9158 -1.5745 -0.47
O 2.5858 -1.5211 0.0035 -2.5676 5.0792 -1.1863 -0.57
H -1.5345 -2.1017 -0.0487 -1.1063 0.9910 0.6662 0.43
H 1.1967 2.4529 -0.4256 -1.6996 -1.2347 1.9697 0.21
N 0.4058 -1.1335 -0.1198 0.8871 0.8032 0.1574 -0.56
N -1.7847 -1.1159 0.1607 5.1942 -0.7536 -1.2076 -0.78
H -1.4216 1.8798 -0.2912 2.0125 -2.4601 0.1321 0.28
H -2.6007 -0.7516 0.4598 -3.1173 0.9620 0.9839 0.39
C 1.6621 -0.6251 -0.0916 4.4661 -5.0526 3.2054 0.81
```
Positions in Å, forces in eV/Å.



Entry 3:
This record from the OMol25 dataset describes one molecule with the formula C5H7NS in a non-equilibrium geometry. The level of theory is ωB97M-V/def2-TZVPD.

Computed properties:
HOMO level (alpha / beta)   -7.50 / -7.37 eV
LUMO energy (alpha / beta)   -0.394 / -0.896 eV

Structure (XYZ):
```
14
Properties=species:S:1:pos:R:3:forces:R:3:nbo_charge:R:1
H -0.7707 -1.8721 0.1932 1.9177 -3.0630 0.2013 0.19
H 1.9031 -0.0163 0.1453 1.2027 0.3094 -0.0331 0.21
C 1.1736 -0.7287 -0.1453 -0.3371 0.3690 3.9347 -0.38
C -1.0802 -0.9455 -0.0234 -3.5328 2.6163 0.2229 -0.19
H 1.2576 -1.0836 -1.0985 0.8537 -1.4131 -2.2322 0.22
C -2.4880 -0.9494 0.1757 -1.0339 0.3545 -0.7342 -0.33
S -3.7387 0.1544 -0.0265 1.1077 0.1089 0.1192 -0.16
N -0.0765 -0.0020 -0.1279 -2.0855 1.9339 0.4362 -0.28
C -0.1056 1.3268 -0.2470 -0.2942 -2.8864 0.0928 0.27
H -0.7118 2.8616 1.0299 -0.3502 0.2344 2.5264 0.23
C -0.3141 2.5405 0.1382 -0.2032 1.7558 -4.0068 -0.44
H -0.3929 3.4247 -0.6421 0.4971 -1.9908 1.3017 0.23
H 1.0213 -1.4852 0.7048 0.9332 0.8140 -1.6827 0.22
H -2.9451 -1.9602 0.4024 1.3248 0.8572 -0.1463 0.21
```
Positions in Å, forces in eV/Å.



Entry 4:
This record from the OMol25 dataset describes C27H56O5PPdSi as an isolated structure. The level of theory is ωB97M-V/def2-TZVPD.

Computed properties:
HOMO level (alpha / beta)   -11.79 / -11.67 eV
Multiplicity   3
Charge   +1
<S²>   2.01
LUMO energy (alpha / beta)   -1.733 / -4.264 eV

Structure (XYZ):
```
91
Properties=species:S:1:pos:R:3:forces:R:3:mulliken_spin:R:1
H 4.2414 -1.2964 -0.2030 0.0007 -0.0314 0.0313 0.00
C 3.8938 0.8165 -1.8059 -0.0147 -0.0239 0.0029 0.00
H -0.0664 -3.9692 0.7731 -0.0184 -0.0168 0.0321 0.00
C 3.1528 -1.2107 -0.1885 -0.0329 0.0535 -0.0653 0.00
H -1.4109 -2.0895 1.9377 -0.0185 0.0040 -0.0305 0.02
H 4.0408 1.9307 0.0382 -0.0110 0.0054 0.0136 0.00
H 4.8490 0.3191 -1.6225 0.0211 0.0218 -0.0121 0.00
C 0.3803 3.1298 1.1186 0.0848 0.0025 -0.0026 0.00
C -0.7800 2.0684 -3.4261 0.0537 0.0268 -0.0100 -0.01
C 0.9142 1.8840 1.8827 0.0514 0.0303 -0.0699 0.01
H 0.5820 -5.3155 -0.1536 -0.0070 -0.0308 -0.0141 0.00
H -0.0213 2.7539 -3.0409 0.0025 -0.0133 0.0004 0.00
H 3.3354 -0.4594 -3.4533 -0.0214 0.0020 -0.0148 0.00
O -3.3448 0.9895 -0.5100 0.1401 -0.0281 0.2803 0.03
C -1.0459 -1.0613 2.0290 -0.0520 0.0892 -0.0604 -0.05
H -0.7321 -2.3713 4.4434 -0.0176 -0.0113 0.0350 0.00
H -3.7257 3.0033 -0.1380 -0.0143 -0.0304 0.0006 0.00
H -5.5832 -1.0024 -1.9347 0.0061 0.0102 0.0262 0.00
C -2.4011 2.7929 -1.8359 -0.0615 0.0478 0.0007 0.00
H -4.4498 -1.5556 -3.8376 0.0222 -0.0127 -0.0080 0.00
H -1.2041 0.4997 3.5365 -0.0358 0.0206 0.0044 0.00
H 2.8394 3.7013 4.1013 -0.0101 -0.0086 0.0240 0.00
H -2.1120 2.3719 0.2539 -0.0126 -0.0045 -0.0072 0.00
H 2.7999 -2.0252 0.4450 -0.0154 -0.0088 0.0346 0.00
C 1.7587 4.7164 2.5072 -0.0117 -0.0297 -0.0084 0.00
C -2.9183 2.3484 -0.4766 0.0446 0.0201 -0.0403 0.00
H -2.8329 -4.3800 -2.4229 -0.0220 -0.0199 -0.0185 0.00
H -2.7567 -4.3411 -0.6598 -0.0129 0.0000 0.0122 0.00
C -4.5496 0.7517 -1.2361 -0.0297 0.0013 -0.0596 0.00
O 0.2698 0.6097 -0.4834 -0.0486 -0.0801 0.4025 0.12
Pd -1.5114 -0.3644 -1.2603 -0.2398 -0.0208 -0.5065 1.49
C 2.6098 -1.3691 -1.6095 -0.0124 0.0143 0.0160 0.02
H 0.0893 2.8507 0.1047 0.0022 -0.0008 -0.0033 0.00
H 1.0014 5.1067 0.5221 0.0082 -0.0085 -0.0200 0.00
H -2.0474 -5.6971 -1.5431 -0.0371 -0.0388 0.0050 0.00
H -3.3514 -0.1497 -3.7282 -0.0193 -0.0065 -0.0058 0.00
H -0.1219 -3.8801 -4.0958 -0.0147 -0.0289 -0.0269 0.00
C 1.4008 4.2642 1.0894 -0.0325 0.0004 0.0452 0.00
C -0.5210 -1.2976 4.4806 0.0148 0.0464 -0.0350 0.00
C 1.3259 -1.6258 2.8078 -0.0239 0.0742 0.0057 0.00
C 0.4405 -4.2328 -0.1585 0.0005 0.1250 0.0459 0.00
H -0.5203 3.4901 1.6248 -0.0140 -0.0040 0.0015 0.00
C 2.1911 2.2226 2.6741 -0.0719 -0.0243 0.0755 0.00
H 1.4313 -3.7746 -0.1534 0.0384 0.0072 -0.0083 0.00
H 1.1587 0.0085 4.2237 0.0138 0.0057 0.0290 0.00
H 2.2977 3.9334 0.5606 0.0060 0.0193 -0.0178 0.00
H 1.1942 -2.7118 2.8362 0.0177 -0.0147 -0.0053 0.00
O -0.8073 -2.1167 -1.7678 0.1517 -0.0140 0.4452 0.29
C 2.9272 -0.1428 -2.4932 0.0087 -0.0084 0.0492 -0.01
H 2.4399 1.4094 3.3586 0.0344 -0.0077 -0.0258 0.00
C 2.8240 0.1580 0.4311 0.0074 0.0122 -0.0680 0.00
H -5.4002 1.1666 -0.6871 0.0185 -0.0024 -0.0093 0.00
H 1.5823 -1.5364 4.9384 0.0103 0.0088 -0.0003 0.00
H -2.6836 -1.8016 -3.7617 0.0077 0.0159 0.0002 0.00
H 0.3070 -5.3864 -3.2780 0.0243 -0.0283 -0.0223 0.00
H 2.4656 1.9816 -0.7352 0.0039 0.0279 -0.0007 0.00
H 3.3362 0.2270 1.3932 0.0274 -0.0159 0.0181 0.00
H 0.5423 -1.7889 0.8124 0.0180 -0.0462 0.0051 -0.01
H 0.1591 1.5897 2.6140 -0.0154 0.0104 0.0131 0.00
H -4.5025 1.2266 -2.2207 0.0241 0.0020 0.0213 0.00
C -2.2062 -4.6174 -1.5614 0.0155 0.1124 0.0143 0.01
H -3.2072 3.0838 -2.5191 0.0166 0.0007 0.0248 0.00
H -1.6208 -0.4705 1.3034 0.0647 -0.0667 0.0379 0.00
H 4.1094 1.6699 -2.4508 0.0022 -0.0013 -0.0031 0.00
O -3.5345 -1.3080 -1.9919 0.0936 0.1405 -0.1763 0.05
H -2.4346 -0.7396 3.6316 -0.0035 0.0030 -0.0086 0.00
C -4.6830 -0.7459 -1.3694 0.0186 -0.0100 0.0270 0.00
C -3.5113 -1.1861 -3.4192 -0.1157 -0.0983 0.0267 -0.01
C 0.9545 -1.0656 4.1805 -0.0334 -0.0554 -0.0366 0.00
C 1.9816 3.5183 3.4545 -0.0117 -0.0007 -0.0472 0.00
H 2.0010 0.3989 -2.7000 -0.0360 0.0230 -0.0247 0.00
H 0.9529 5.3422 2.8956 0.0141 0.0252 0.0054 0.00
Si -0.5600 -3.7372 -1.6624 -0.0325 -0.1485 -0.1887 -0.01
C 0.4538 -1.0911 1.6540 -0.0153 0.0047 0.0659 -0.02
H 3.0403 -2.2743 -2.0421 0.0118 0.0008 0.0017 0.00
H 2.6500 5.3440 2.4736 0.0019 0.0023 0.0000 0.00
P 1.0643 0.3964 0.8107 -0.0905 0.1850 -0.2657 0.05
C 3.3040 1.3230 -0.4896 0.0080 -0.0411 0.0219 0.01
C 0.3405 -4.2984 -3.1999 -0.0030 0.1010 0.0366 0.01
H -1.7458 3.6603 -1.7019 0.0018 -0.0212 0.0015 0.00
C -1.3718 -0.5764 3.4430 0.0638 -0.0767 -0.0026 -0.01
O -1.6868 1.7036 -2.3918 0.0137 -0.0958 0.0475 0.02
H 1.1182 3.3899 4.1132 -0.0012 0.0012 0.0132 0.00
H 1.5295 -1.5215 -1.5772 0.0260 -0.0326 -0.0073 -0.02
H 2.3842 -1.4518 2.6069 0.0153 -0.0373 -0.0163 0.00
H -0.3010 1.1550 -3.7694 -0.0010 -0.0021 -0.0123 0.01
H -4.7419 -1.2035 -0.3814 -0.0024 0.0016 -0.0136 0.00
H -1.3176 2.5389 -4.2531 0.0122 -0.0067 0.0051 0.00
H -0.7712 -0.9544 5.4854 0.0059 -0.0020 -0.0016 0.00
H 3.0413 2.3410 2.0024 0.0298 -0.0001 -0.0205 0.00
H 1.3877 -3.9920 -3.1911 0.0147 0.0103 -0.0043 0.00
```
Positions in Å, forces in eV/Å.



Entry 5:
This record from the OMol25 dataset describes one molecule with the formula C3H4O in a non-equilibrium geometry. The level of theory is ωB97M-V/def2-TZVPD.

Computed properties:
HOMO level   -10.02 eV
SMILES string   C=CC=O
LUMO energy   0.204 eV

Structure (XYZ):
```
8
Properties=species:S:1:pos:R:3:forces:R:3:nbo_charge:R:1
H 1.3544 -0.8185 0.0269 0.2956 -0.1783 0.8283 0.20
H 0.5856 0.0637 -1.3891 -0.3225 0.7143 -1.2066 0.08
C -0.3801 0.5016 -1.0271 0.2782 -1.1508 0.2146 0.41
H 0.7792 -0.7631 1.9570 -0.0863 -0.1054 -2.5152 0.23
O -1.1726 1.1995 -1.5954 0.3119 0.1076 -0.2951 -0.51
C 0.6267 -0.5972 0.8127 -1.3523 0.6539 1.7141 -0.31
C -0.4851 0.0163 0.3490 1.9902 -0.1896 -0.0142 -0.31
H -1.3079 0.3977 0.8660 -1.1147 0.1484 1.2742 0.22
```
Positions in Å, forces in eV/Å.